No. 1
8 unconnected molecules or ions with the total composition C5H25NO7 at a distorted geometry. Source: the Open Molecules 2025 dataset; level of theory: the ωB97M-V functional and the def2-TZVPD basis.

Structure (XYZ):
```
38
Properties=species:S:1:pos:R:3
C 0.45192 -1.19864 -1.54297
C -0.88224 -1.27960 -1.47043
C -1.72825 -2.34189 -2.13806
C -1.54675 -0.13104 -0.72634
C -1.81776 1.11856 -1.60719
N -0.79454 1.46010 -2.63195
H 1.01340 -2.00751 -2.02543
H 1.12324 -0.42146 -1.21385
H -1.14173 -2.72367 -2.97137
H -2.71988 -2.04015 -2.49962
H -1.80974 -3.17597 -1.45997
H -0.85533 0.11350 0.08316
H -2.51520 -0.39372 -0.28535
H -2.78072 1.16466 -2.14898
H -1.70462 1.97262 -0.94800
H -0.01731 0.83250 -2.79240
H -1.17013 1.52423 -3.57056
O -0.25842 -2.70962 0.77636
H -0.36084 -3.22848 1.60092
H 0.45296 -2.08502 0.97935
O 1.78941 1.47451 2.11493
H 1.97466 1.96914 1.30015
H 0.83548 1.42237 2.24738
O 3.34660 -0.52451 -0.71836
H 3.47764 -1.48045 -0.69252
H 3.66531 -0.27465 -1.59956
O -1.26726 -0.03914 2.43178
H -1.02370 -0.80003 1.88580
H -1.06836 -0.19982 3.34960
O 1.37233 2.38914 -0.72899
H 0.49334 2.54982 -0.40595
H 1.27897 1.84348 -1.51471
O 1.92210 -1.20190 2.29630
H 1.52559 -0.35294 2.58555
H 2.57003 -0.80081 1.70918
O -1.81441 2.54016 2.34466
H -1.43230 3.04549 1.64869
H -1.90927 1.57614 2.19340
```

Computed properties:
SMILES string: C=C(C)CCN.O.O.O.O.O.O.O
LUMO level: 0.292 eV
Orbital gap: 9.46 eV

No. 2
A molecular structure, C3H6O3Tl at a distorted geometry. Source: the Open Molecules 2025 dataset; level of theory: the ωB97M-V functional and the def2-TZVPD basis.

Structure (XYZ):
```
13
Properties=species:S:1:pos:R:3
H 2.06394 -0.04231 -0.36825
C 1.29315 -0.02476 -1.14823
C 0.08302 -0.82812 -0.75293
H 1.72304 -0.47913 -2.04995
H 1.03759 1.01526 -1.38536
H 0.34379 -1.82924 -0.39396
H -0.53211 -1.14256 -1.60073
O -0.26124 -0.54519 1.13848
C -1.24113 0.22647 0.78697
O -1.36940 0.40540 -0.42415
O -1.33148 1.17948 1.72945
Tl -0.13055 0.02698 3.03024
H -1.67862 2.03771 1.43842
```

Computed properties:
LUMO level (alpha / beta): -19.847 / -18.879 eV
Orbital gap (alpha / beta): 5.87 / 7.86 eV
Net charge: +3

No. 3
C24H28ClN3O4S in the gas phase at a distorted geometry. Source: the Open Molecules 2025 dataset; level of theory: the ωB97M-V functional and the def2-TZVPD basis.

Structure (XYZ):
```
61
Properties=species:S:1:pos:R:3
C -7.71572 -0.44212 -0.45859
C -6.28078 -0.30551 -0.91511
O -5.99412 0.11911 -2.01292
N -5.32439 -0.65522 -0.00036
C -3.95265 -0.48068 -0.17991
C -3.25570 -0.20163 -1.34618
C -1.87650 -0.08112 -1.26397
C -1.22897 -0.23672 -0.05394
S 0.54238 -0.04783 -0.01575
O 1.13914 -0.77930 -1.09608
O 1.00953 -0.32468 1.31921
N 0.71776 1.55839 -0.36089
C 0.36588 2.50619 0.66692
C 1.61016 3.16284 1.26304
C 2.42147 3.81487 0.14747
C 2.81688 2.78925 -0.92852
C 3.98920 1.94990 -0.41471
O 5.12889 2.33460 -0.59035
N 3.69820 0.83610 0.28405
C 4.75259 0.01162 0.82659
C 5.15833 -1.13983 -0.06062
C 4.34017 -1.61421 -1.07731
C 4.74506 -2.66301 -1.88536
C 5.97824 -3.25917 -1.69074
C 6.80382 -2.81323 -0.67378
C 6.38746 -1.76604 0.12967
Cl 7.43227 -1.24203 1.40736
C 1.57547 2.03164 -1.41936
C -1.91954 -0.50974 1.11745
C -3.28761 -0.63253 1.04355
C -4.29127 -0.89875 2.12466
C -5.56062 -1.24138 1.32313
C -5.71839 -2.75762 1.19793
H -7.95047 -1.46176 -0.16798
H -8.35818 -0.15092 -1.28508
H -7.90833 0.21828 0.38465
H -3.77507 -0.08075 -2.28130
H -1.28588 0.12105 -2.14281
H -0.29071 3.27066 0.23088
H -0.19060 1.95857 1.42890
H 1.30967 3.91273 1.99634
H 2.20698 2.40456 1.77113
H 1.81995 4.60060 -0.31770
H 3.32472 4.27478 0.55125
H 3.22773 3.33821 -1.78295
H 2.75614 0.49800 0.38687
H 5.62005 0.66354 0.97519
H 4.42843 -0.37558 1.79855
H 3.36819 -1.17269 -1.23218
H 4.08957 -3.01294 -2.66815
H 6.29994 -4.07303 -2.32278
H 7.76576 -3.27037 -0.50102
H 0.98830 2.70944 -2.05465
H 1.85637 1.15886 -2.01033
H -1.37384 -0.62765 2.04007
H -3.99488 -1.71529 2.78072
H -4.43000 -0.00424 2.73699
H -6.45432 -0.80612 1.77493
H -5.91775 -3.19300 2.17364
H -4.80284 -3.18894 0.79941
H -6.53557 -3.01820 0.53080
```

Computed properties:
SMILES string: CC(=O)N1c2ccc(S(=O)(=O)N3CCC[C@@H](C(=O)NCc4ccccc4Cl)C3)cc2C[C@@H]1C
LUMO level: 0.374 eV
Orbital gap: 9.12 eV

No. 4
A gas-phase ion, C5H7N2S (charge +1) at a distorted geometry. Source: the Open Molecules 2025 dataset; level of theory: the ωB97M-V functional and the def2-TZVPD basis.

Structure (XYZ):
```
15
Properties=species:S:1:pos:R:3
C 1.17525 1.27798 1.19047
N 0.29234 0.67418 0.49992
C -0.45126 1.38776 -0.56186
C -0.03581 -0.70171 0.76858
S 0.53545 -1.48317 2.11435
C -0.76376 -1.49514 -0.27890
C 0.00901 -1.78185 -1.54170
N 0.51224 -1.93955 -2.57364
H 1.54416 2.32972 1.06277
H 1.61912 0.71022 1.96794
H -0.07306 0.89519 -1.41689
H -0.11653 2.36102 -0.59465
H -1.64024 1.34849 -0.41533
H -1.70189 -1.09033 -0.50696
H -0.90503 -2.49282 0.28590
```

Computed properties:
SMILES string: C=[N+](C)C(=S)CC#N
LUMO level: -6.691 eV
Orbital gap: 7.67 eV
Net charge: +1

No. 5
C4H10O2 in the gas phase. Source: the Open Molecules 2025 dataset; level of theory: the ωB97M-V functional and the def2-TZVPD basis.

Structure (XYZ):
```
16
Properties=species:S:1:pos:R:3
C 2.48582 -0.55202 -0.34442
O 1.40755 -0.03494 0.39383
C 0.22825 0.09993 -0.36969
C -0.92654 0.26612 0.60425
C -2.18404 0.76050 -0.08385
O -1.21318 -0.98022 1.21573
H 2.35380 -1.62625 -0.54446
H 2.61040 -0.03353 -1.30729
H 3.39054 -0.40945 0.25187
H 0.04212 -0.81127 -0.96221
H 0.30666 0.95268 -1.06572
H -0.61900 0.99768 1.36833
H -3.03225 0.70310 0.60429
H -2.41317 0.15277 -0.96634
H -2.05652 1.80353 -0.39376
H -0.38043 -1.28864 1.59942
```

Computed properties:
SMILES string: COC[C@@H](C)O
LUMO level: 0.989 eV
Orbital gap: 11.00 eV

No. 6
2 unconnected molecules or ions with the total composition C4H14N2O at a distorted geometry. Source: the Open Molecules 2025 dataset; level of theory: the ωB97M-V functional and the def2-TZVPD basis.

Structure (XYZ):
```
21
Properties=species:S:1:pos:R:3
C 0.15749 1.25683 -0.75966
C 0.28757 0.00017 -1.67248
C 0.39825 -1.29124 -0.84818
C -0.86971 -1.51487 -0.02668
N -2.17271 -1.68560 -0.89096
N 1.49525 1.60623 -0.09036
H -0.64471 1.29041 -0.04177
H -0.00178 2.06312 -1.53418
H 1.21524 -0.00979 -2.17728
H -0.57069 0.11463 -2.35870
H 0.48720 -2.20826 -1.51565
H 1.26998 -1.25257 -0.17928
H -0.92103 -0.71436 0.74753
H -0.77708 -2.41158 0.60722
H -2.75385 -2.34705 -0.43521
H -1.79661 -2.22111 -1.63255
H 1.61317 1.10758 0.79566
H 1.45111 2.58276 0.27420
H 0.60026 1.12705 4.03275
H 0.54759 2.55564 4.12471
O 0.98504 1.95202 3.58088
```

Computed properties:
Expectation value of S²: 0.750
Multiplicity: 2
LUMO level (alpha / beta): 3.602 / 3.564 eV
Orbital gap (alpha / beta): 2.63 / 9.73 eV
Net charge: -1

Across the entries above, relative energy (zero: lowest compared OMol25 entry of this formula, charge and spin) takes the values 32.06 39.60 10.44 69.05 23.38 20.41 kcal/mol, respectively.
Across the entries above, calculated total energy takes the values -21412.1522 -13998.9684 -61362.0886 -19104.0859 -8404.5333 -9400.6982 eV, respectively.